Here is a structure of composition C23H25N4O2S5V from OMol25. Energies are from ωB97M-V/def2-TZVPD.

CARTESIAN COORDINATES (ANGSTROEM)
S 3.68 0.08 -3.70
C -2.02 2.97 0.73
H -2.66 -1.54 1.50
H 1.63 4.61 -1.30
N 0.71 2.43 -2.15
H -2.93 3.38 1.15
H 1.01 3.17 -2.77
C -0.18 -1.05 -4.15
C 1.63 0.42 3.19
N 0.07 0.16 -2.12
C 0.02 0.12 -4.89
H 0.39 -0.95 4.29
H -2.42 1.27 2.70
O 2.87 1.09 -4.33
C 6.06 2.54 -1.45
H -0.30 -1.86 -2.16
C 0.29 1.29 -4.21
C 0.73 2.74 -0.81
H -0.44 0.56 3.87
V 0.08 0.02 -0.26
H 5.76 2.85 0.64
H 6.85 3.27 -1.52
H 2.15 -0.19 2.45
H 3.98 1.14 0.85
C -0.24 4.58 1.64
H 0.49 2.20 -4.76
C 4.65 0.94 -2.46
C -2.24 -0.84 2.23
S 2.13 -0.95 -0.04
C 0.20 2.08 1.45
H -1.82 3.44 -0.23
C -0.17 -0.97 -2.78
H -1.20 3.05 2.72
C 0.63 4.90 0.48
C -0.84 3.18 1.70
C 0.27 -0.19 3.52
C 0.34 1.27 -2.81
H 0.37 4.71 2.54
C 4.04 0.67 -1.24
C 5.65 1.86 -2.59
S 1.63 2.17 2.60
H 2.25 0.48 4.09
H -0.26 1.15 1.78
H 0.02 0.11 -5.96
N 2.71 -0.73 -2.59
H 0.96 5.93 0.49
O 4.39 -0.83 -4.53
C 5.46 2.29 -0.22
H -0.35 -1.99 -4.65
H 6.09 2.05 -3.56
N 0.47 1.81 0.08
C 1.02 4.14 -0.54
H -3.87 0.51 2.04
S -0.43 -1.08 2.04
H -1.05 5.32 1.71
C 2.97 -0.33 -1.40
S -2.38 1.22 0.30
H -2.51 -1.18 3.23
C 4.45 1.34 -0.10
C -2.79 0.55 1.97

Calculated values
Strongest force on any atom: 4.46 eV Å⁻¹
E: -4195.7033 Ha
2S+1: 4
Total charge: +1
HOMO (spin up / spin down): -10.001 / -11.347 eV
ΔE to the lowest compared entry with this formula, charge and spin: 254.0 kJ/mol



Here is the molecule C10Cl8 from OMol25. Energies are from ωB97M-V/def2-TZVPD.

CARTESIAN COORDINATES (ANGSTROEM)
C 0.85 -1.01 -2.27
C 0.59 -1.83 0.06
C -0.95 2.05 1.31
Cl -1.06 3.18 -1.22
C -0.36 0.44 -0.56
C 0.06 0.14 -1.92
Cl 1.12 -3.10 1.06
C 1.14 -1.99 -1.19
Cl -0.57 0.94 -3.27
C -0.86 1.01 2.20
C -0.38 -0.24 1.81
C -0.09 -0.61 0.44
C -0.69 1.82 -0.13
Cl -1.20 1.51 3.86
Cl -1.44 3.67 1.96
Cl 1.42 -1.35 -3.81
Cl 2.33 -3.32 -1.53
Cl 0.10 -1.32 3.20

Calculated values
Strongest force on any atom: 4.13 eV Å⁻¹
E: -4062.5433 Ha
SMILES string: Clc1c(Cl)c(Cl)c2c(Cl)c(Cl)c(Cl)c(Cl)c2c1Cl
HOMO: -8.653 eV
ΔE to the lowest compared entry with this formula, charge and spin: 49.2 kJ/mol